The following is a quantum chemistry calculation of a 5-piece molecular cluster, C22H47NO4 overall in a non-equilibrium geometry, from OMol25.

```
! wB97M-V def2-TZVPD RIJCOSX def2/J DEFGRID3
* xyz 0 1
C -4.0360 -1.6906 -1.2518
C -3.8687 -1.5463 0.2909
N -3.6896 -2.8278 0.9594
C -2.3485 -3.5095 0.6739
C -1.1713 -2.9152 1.4320
C -3.8790 -2.7480 2.4011
C -5.3112 -2.3057 2.7112
H -4.3617 -0.7540 -1.7044
H -4.7561 -2.4443 -1.5705
H -3.0653 -1.8471 -1.7222
H -3.0461 -0.8438 0.4254
H -4.8341 -1.0895 0.5088
H -2.4381 -4.5387 1.0214
H -2.1631 -3.4757 -0.3997
H -0.2809 -3.5108 1.2308
H -0.9925 -1.8522 1.2697
H -1.3362 -3.0364 2.5026
H -3.1411 -2.0008 2.6931
H -3.7382 -3.6960 2.9202
H -6.1046 -2.6501 2.0478
H -5.3189 -1.2172 2.6546
H -5.4394 -2.6148 3.7486
C 1.2165 3.4498 5.2229
C 2.1641 2.2868 5.6429
C 2.4717 1.5237 4.3519
O 1.3552 1.7952 3.6290
C 0.9148 3.0954 3.7774
H 1.7740 4.3864 5.2338
H 0.3098 3.4546 5.8279
H 1.6251 1.5517 6.2405
H 2.9666 2.5115 6.3456
H 2.5655 0.4995 4.7129
H 3.3445 1.8913 3.8122
H -0.1204 3.1942 3.4508
H 1.5748 3.6864 3.1425
C -0.5368 -4.0129 -2.9828
C 0.2945 -4.8574 -3.9277
C 1.4321 -5.4086 -2.9359
O 1.6087 -4.4006 -1.9614
C 0.5064 -3.4528 -1.9965
H -1.1543 -4.7727 -2.5036
H -1.1418 -3.1619 -3.2958
H 0.6818 -4.1866 -4.6946
H -0.4193 -5.5444 -4.3823
H 2.3437 -5.3058 -3.5245
H 1.1832 -6.3906 -2.5335
H 0.8419 -2.5001 -2.4062
H 0.0645 -3.2479 -1.0213
C 3.5214 5.4443 -3.7484
C 2.6806 4.2275 -3.3177
C 3.0252 4.0117 -1.8257
O 3.6070 5.3057 -1.5176
C 3.3879 6.3307 -2.5109
H 3.2511 5.8703 -4.7146
H 4.5507 5.1810 -3.9919
H 2.9584 3.2630 -3.7427
H 1.6223 4.4761 -3.3967
H 3.7364 3.2052 -1.6471
H 2.0909 3.8174 -1.2989
H 4.0198 7.2168 -2.4497
H 2.3948 6.7664 -2.4010
C -0.1744 0.9334 -1.5930
C -0.2088 1.4605 -0.1822
C 0.9127 0.6520 0.5142
O 1.5971 0.0377 -0.5402
C 1.3159 0.5724 -1.7733
H -0.6098 1.6639 -2.2748
H -0.8032 0.0470 -1.6771
H -1.1848 1.5155 0.3000
H 0.1042 2.4920 -0.0205
H 0.5511 -0.1275 1.1847
H 1.5654 1.3658 1.0168
H 1.5357 -0.1094 -2.5949
H 2.0060 1.4112 -1.8639
*
```

Output
HOMO-LUMO gap in eV: 8.971
ΔE to the lowest compared entry with this formula, charge and spin in kcal per mole: 47.61

---

The following is a quantum chemistry calculation of C18H38BeF3N3O6S2 as an isolated structure in a non-equilibrium geometry, from OMol25.

```
! wB97M-V def2-TZVPD RIJCOSX def2/J DEFGRID3
* xyz 0 1
Be 0.0368 0.7557 0.0798
F 1.6123 1.6348 1.6606
N -1.2697 1.3242 -1.8050
S -1.8558 2.9465 -2.0955
O -3.2902 3.0865 -2.2917
O -0.9465 3.8659 -2.7121
F -1.6497 3.2798 -0.5164
S -2.0745 0.8697 -3.0437
O -1.7944 1.4404 -4.3469
O -3.3882 0.3414 -2.7652
F -1.3605 -0.5750 -3.2553
C -1.3530 2.1499 2.7186
C -2.1970 0.8127 2.5858
C -3.5258 1.2907 1.9095
C -4.5119 0.1301 1.7156
C -3.9589 -0.8090 0.6893
C -2.6223 -1.3702 1.1653
N -1.7338 -0.2702 1.6847
O -0.5503 -0.7461 2.2616
C -2.8653 -2.4177 2.2728
C -1.8535 -2.0069 -0.0381
C -2.4471 0.3140 4.0767
H -1.1118 2.6511 1.7813
H -0.4158 1.9976 3.2540
H -1.9303 2.8854 3.2788
H -4.0254 2.1141 2.4199
H -3.2209 1.7268 0.9582
H -5.5036 0.4105 1.3606
H -4.6417 -0.3518 2.6846
H -3.8530 -0.3149 -0.2765
H -4.7916 -1.5113 0.6523
H -3.5270 -2.0935 3.0760
H -3.3491 -3.3077 1.8705
H -1.9767 -2.8088 2.7684
H -2.0630 -1.4658 -0.9608
H -0.7694 -2.0649 0.0595
H -2.2196 -3.0062 -0.2735
H -1.5513 -0.0442 4.5840
H -3.1627 -0.5081 4.0674
H -2.8830 1.0863 4.7105
H -0.8298 -1.0130 3.1404
C 3.8342 -2.3144 -1.2616
C 3.2046 -1.1967 -0.3688
C 4.3274 -0.4278 0.2107
C 4.9702 0.5903 -0.7753
C 3.8381 1.3218 -1.5437
C 2.6787 0.4599 -2.1387
N 2.2198 -0.3779 -0.9896
O 1.0375 -1.0780 -1.3661
C 1.6961 1.5723 -2.6873
C 3.1467 -0.2783 -3.3934
C 2.5345 -1.8247 0.8674
H 3.0047 -2.6405 -1.8890
H 4.2379 -3.0552 -0.5715
H 4.7422 -2.1072 -1.8279
H 3.9485 -0.0074 1.1422
H 5.1430 -1.1143 0.4378
H 5.6827 0.1247 -1.4563
H 5.5020 1.2631 -0.1027
H 4.3154 1.9483 -2.2972
H 3.4697 1.9723 -0.7504
H 1.2404 2.1948 -1.9173
H 2.0925 2.2704 -3.4246
H 0.7968 1.2137 -3.1880
H 2.4078 -1.0549 -3.5905
H 3.0685 0.4160 -4.2301
H 4.1104 -0.7834 -3.4591
H 3.2303 -2.1694 1.6323
H 1.8468 -2.6330 0.6188
H 1.8637 -1.1298 1.3728
H 1.2337 -1.5829 -2.1587
*
```

Output
HOMO-LUMO gap in eV: 7.937
ΔE to the lowest compared entry with this formula, charge and spin in kcal per mole: 40.58

---

The following is a quantum chemistry calculation of C9H21O13S3V as an isolated structure in a non-equilibrium geometry, from OMol25.

```
! wB97M-V def2-TZVPD RIJCOSX def2/J DEFGRID3
* xyz -1 2
O -1.3005 0.3285 -1.1906
V 0.2202 -0.2499 -1.1167
O 1.8945 1.8255 -4.3784
C 1.0497 0.7550 -4.3054
O 0.5830 0.5383 -3.1321
O 0.8718 0.0337 -5.2820
H 2.2143 1.8256 -3.4585
O 2.6194 2.4359 1.2335
C 1.9677 1.9900 0.1084
O 0.8650 1.3858 0.2319
O 2.6662 1.9583 -0.9395
H 3.4277 2.5409 0.6709
O -1.6857 -3.9984 -2.6384
C -1.0961 -2.7877 -2.8429
O -0.5921 -2.1516 -1.8661
O -1.1022 -2.3132 -3.9878
H -1.9509 -4.1979 -3.5474
C -4.1325 2.3012 0.1593
S -3.5611 3.2568 1.6517
O -4.2413 2.6488 2.8338
C -1.8556 2.5192 1.5735
H -3.3332 2.2377 -0.5809
H -5.0121 2.6750 -0.3632
H -4.3632 1.2913 0.5000
H -2.0556 1.4644 1.3889
H -1.3414 2.6344 2.5229
H -1.4139 2.9766 0.6917
C -2.5758 -2.1715 1.5095
S -0.8369 -1.9075 1.9647
O -0.1711 -1.2137 0.8036
C -1.1279 -0.7725 3.3419
H -2.6830 -2.6356 0.5308
H -3.0900 -1.2126 1.5785
H -3.1112 -2.8327 2.1947
H -0.1474 -0.4390 3.6816
H -1.6800 -1.1634 4.1954
H -1.6769 0.1059 2.9991
C 3.1957 -1.3502 1.5226
S 3.2011 -1.7201 -0.2851
O 2.0738 -0.9927 -0.9520
C 4.6528 -0.6670 -0.6388
H 4.2029 -1.5006 1.9161
H 2.5332 -1.9964 2.0919
H 2.9887 -0.2842 1.6292
H 4.8668 -0.4841 -1.6888
H 5.5805 -0.9874 -0.1601
H 4.4624 0.3009 -0.1713
*
```

Output
HOMO-LUMO gap (alpha / beta) in eV: 6.672 / 6.673
ΔE to the lowest compared entry with this formula, charge and spin in kcal per mole: 19.98

---

The following is a quantum chemistry calculation of one molecule with the formula C2H4OS in a non-equilibrium geometry, from OMol25.

```
! wB97M-V def2-TZVPD RIJCOSX def2/J DEFGRID3
* xyz 0 1
O -1.2115 -1.0103 -1.2287
C -0.8127 -0.5311 -0.2256
C 0.5886 -0.2928 0.3370
S 0.7387 1.4825 0.2795
H -1.3414 0.0830 0.4781
H 1.5148 -0.6306 -0.1624
H 0.6068 -0.6108 1.3100
H -0.0833 1.5101 -0.7878
*
```

Output
HOMO-LUMO gap in eV: 10.435
ΔE to the lowest compared entry with this formula, charge and spin in kcal per mole: 27.41

---

The following is a quantum chemistry calculation of a 2-piece molecular cluster, C3H3BrO2 overall in a non-equilibrium geometry, from OMol25.

```
! wB97M-V def2-TZVPD RIJCOSX def2/J DEFGRID3
* xyz 0 1
C -0.4265 0.4182 0.5682
C 1.0070 0.6610 0.1671
C -0.7391 -1.5086 -1.5542
O -0.3176 -2.5806 -1.5933
O 1.6178 -0.2361 -0.2789
Br -1.5776 1.9848 0.5891
H -0.7250 -0.4901 0.1256
H -0.2495 0.0600 1.6758
H 1.4105 1.6914 0.3006
*
```

Output
HOMO-LUMO gap in eV: 10.783
ΔE to the lowest compared entry with this formula, charge and spin in kcal per mole: 16.45

---

The following is a quantum chemistry calculation of C18H9BF7IrN3OS as an isolated structure, from OMol25.

```
! wB97M-V def2-TZVPD RIJCOSX def2/J DEFGRID3
* xyz 1 1
Ir 0.5297 -1.0181 -0.1299
N -0.6664 2.8752 0.8489
C -2.0569 3.1247 0.6801
C -2.5530 4.3806 0.9689
C -3.9062 4.6482 0.7988
C -4.7530 3.6575 0.3380
C -4.2499 2.3934 0.0500
C -2.9050 2.1265 0.2253
S -2.3299 0.4881 -0.1488
N -0.6475 0.6490 0.1156
C -0.0614 1.7206 0.5273
C 1.4105 1.5901 0.6708
C 2.2754 2.5846 1.0724
C 3.6269 2.2895 1.2109
C 4.0752 1.0110 0.9361
C 3.1667 0.0574 0.5115
N 1.8690 0.3530 0.3758
H -0.1126 3.6281 1.2163
H -1.8842 5.1541 1.3280
H -4.2889 5.6332 1.0258
H -5.8056 3.8596 0.1989
H -4.9101 1.6135 -0.3095
H 1.9223 3.5856 1.2746
H 4.3170 3.0566 1.5341
H 5.1152 0.7412 1.0461
H 3.4460 -0.9584 0.2623
F -0.3917 -6.5878 -3.3751
C 0.1437 -5.5906 -2.6808
C 1.5221 -5.5086 -2.5226
F 2.2923 -6.4302 -3.0806
C 2.1011 -4.4799 -1.7987
F 3.4241 -4.4272 -1.6666
C 1.3111 -3.4974 -1.2063
O 1.8077 -2.5210 -0.4457
C -0.0559 -3.6116 -1.4079
F -0.8386 -2.6173 -0.8072
C -0.6666 -4.6223 -2.1173
F -1.9851 -4.6593 -2.2596
F 0.9631 -2.4509 2.3639
B 0.2804 -1.4765 1.8030
F -0.5309 -0.7641 2.5733
*
```

Output
HOMO-LUMO gap in eV: 6.518
ΔE to the lowest compared entry with this formula, charge and spin in kcal per mole: 0.00

---

The following is a quantum chemistry calculation of a 12-piece molecular cluster, C23H73N17O12 overall in a non-equilibrium geometry, from OMol25.

```
! wB97M-V def2-TZVPD RIJCOSX def2/J DEFGRID3
* xyz 1 2
C 18.1062 -20.0916 -23.6844
C 17.7754 -18.7411 -24.1801
O 18.7282 -17.8253 -23.6829
H 17.2331 -20.7398 -23.7588
H 18.4753 -20.1473 -22.6603
H 18.8675 -20.5733 -24.2980
H 16.8781 -18.4931 -23.6132
H 17.6992 -18.6012 -25.2584
H 19.5903 -18.2386 -23.7706
C 15.9934 -20.6206 -20.2034
C 16.4650 -20.1815 -18.8183
O 17.4236 -21.1436 -18.4756
H 16.7930 -20.5335 -20.9391
H 15.2998 -19.8016 -20.3936
H 15.5854 -21.6311 -20.1820
H 15.5888 -20.2199 -18.1709
H 16.9166 -19.1914 -18.7577
H 18.1006 -20.7873 -17.8956
C 19.5941 -17.3122 -27.4426
O 19.7320 -16.7277 -28.4919
N 18.8378 -16.9387 -26.4986
N 20.2707 -18.3690 -27.2333
H 18.4312 -16.0146 -26.4698
H 18.7008 -17.5255 -25.6880
H 20.8457 -18.6737 -28.0057
H 20.6359 -18.5668 -26.3127
C 16.7280 -25.0715 -24.3411
O 17.8036 -25.6275 -24.6400
N 15.7033 -25.7392 -23.9285
N 16.4012 -23.8315 -24.6242
H 14.8704 -25.2078 -23.7189
H 15.8166 -26.6817 -23.5835
H 15.4330 -23.6291 -24.4197
H 17.0059 -23.0596 -24.8664
C 15.2443 -16.8496 -22.5170
O 14.6506 -17.7067 -21.8599
N 16.3129 -16.2868 -22.0291
N 14.8707 -16.4025 -23.6427
H 16.6060 -15.4124 -22.4408
H 16.5866 -16.4386 -21.0688
H 15.5229 -15.9108 -24.2369
H 14.0157 -16.8122 -23.9908
C 17.7662 -14.1900 -24.6877
O 17.0315 -14.8339 -25.4212
N 18.1113 -12.9630 -24.7892
N 18.5248 -14.7127 -23.7629
H 18.5124 -12.5048 -23.9834
H 17.4431 -12.4084 -25.3051
H 18.6032 -15.7185 -23.7144
H 18.8248 -14.1326 -22.9924
C 19.6037 -17.2009 -20.0825
O 20.1963 -17.0164 -19.0697
N 19.8081 -16.3168 -21.0933
N 18.6261 -18.0332 -20.3614
H 19.3516 -16.4958 -21.9763
H 20.3879 -15.4968 -20.9860
H 18.3885 -18.0859 -21.3416
H 18.2234 -18.6395 -19.6612
C 22.3418 -19.0755 -24.5427
O 21.1709 -18.6284 -24.5678
N 22.5816 -20.3205 -24.7762
N 23.4002 -18.3745 -24.4146
H 23.5263 -20.4633 -25.1037
H 21.9215 -21.0669 -24.6112
H 23.4334 -17.4360 -24.0428
H 24.2429 -18.9242 -24.3271
C 20.2318 -23.4224 -23.8618
O 21.0619 -22.5965 -23.4821
N 20.1532 -24.6165 -23.4044
N 19.4096 -23.2281 -24.8763
H 19.4078 -25.2091 -23.7410
H 20.8410 -24.9438 -22.7412
H 19.4817 -22.3554 -25.3797
H 18.8078 -23.9281 -25.2860
C 25.9379 -13.6236 -21.5286
C 24.5920 -14.3933 -21.4127
C 24.6368 -15.5759 -22.3769
O 23.3288 -16.0870 -22.5228
C 22.4146 -15.4647 -23.4413
N 24.3402 -14.8260 -20.0443
H 25.9738 -12.9282 -20.6900
H 25.8645 -13.0794 -22.4702
H 26.8326 -14.2455 -21.5571
H 23.8076 -13.7498 -21.8110
H 25.0607 -16.5086 -22.0049
H 25.1512 -15.3818 -23.3181
H 22.7736 -15.2858 -24.4548
H 22.1030 -14.4837 -23.0826
H 21.4739 -16.0052 -23.5462
H 24.1661 -14.0043 -19.4834
H 23.4343 -15.2691 -20.0999
C 13.8801 -21.0438 -23.4676
C 13.6390 -22.2715 -22.6052
C 12.3943 -22.1470 -21.7381
O 12.1458 -23.3412 -20.9741
C 10.8638 -23.2697 -20.3738
N 13.5115 -23.3299 -23.5947
H 13.9541 -20.1212 -22.8918
H 13.1382 -20.8862 -24.2505
H 14.8174 -21.2128 -23.9977
H 14.4642 -22.4921 -21.9281
H 11.4925 -21.7978 -22.2410
H 12.7413 -21.3055 -21.1384
H 10.7643 -24.2145 -19.8393
H 10.0949 -23.0058 -21.0998
H 10.7990 -22.4620 -19.6448
H 12.6939 -23.0715 -24.1284
H 13.1939 -24.2025 -23.1975
C 15.1256 -24.0647 -28.1718
C 14.4890 -23.0412 -27.3318
C 15.1105 -21.6507 -27.5424
O 16.4416 -21.7840 -27.0281
C 17.2259 -20.6907 -27.3337
N 13.0469 -23.0091 -27.6723
H 14.7703 -25.0606 -27.9069
H 16.1635 -24.0546 -27.8391
H 15.2332 -23.8167 -29.2277
H 14.5572 -23.1795 -26.2528
H 14.5617 -20.8520 -27.0434
H 15.1111 -21.3811 -28.5986
H 18.2124 -20.8504 -26.8985
H 16.8788 -19.7518 -26.9024
H 17.1590 -20.5185 -28.4079
H 12.7073 -22.1203 -28.0111
H 12.6196 -23.0199 -26.7572
*
```

Output
HOMO-LUMO gap (alpha / beta) in eV: 9.010 / 3.437

---

The following is a quantum chemistry calculation of a 2-piece molecular cluster, C5H12NO2 overall in a non-equilibrium geometry, from OMol25.

```
! wB97M-V def2-TZVPD RIJCOSX def2/J DEFGRID3
* xyz -1 1
C 1.7907 -0.1822 -0.9603
O 2.1610 1.2010 -0.7028
C 0.4521 -0.4036 -1.6575
C -0.3699 -1.5565 -1.0240
C -0.6834 -1.4106 0.4482
C -1.5757 -0.4639 0.9279
N -2.0092 -0.2263 2.1616
H 2.6202 -0.5297 -1.5576
H 1.8968 -0.7251 -0.0202
H -0.1174 0.5272 -1.7493
H 0.6947 -0.6484 -2.6840
H 0.1292 -2.4942 -1.2799
H -1.2999 -1.5920 -1.6092
H -0.0977 -2.0431 1.1080
H -1.8888 0.2922 0.1902
H -1.8681 -1.0470 2.7489
H -0.5054 1.4801 0.5809
H 0.1746 2.1612 1.6970
H 1.4284 1.6337 -0.2237
O -0.2151 2.3744 0.8335
*
```

Output
HOMO-LUMO gap in eV: 5.885
ΔE to the lowest compared entry with this formula, charge and spin in kcal per mole: 70.29

---

The following is a quantum chemistry calculation of C19H43N2O2P3Sn as an isolated structure in a non-equilibrium geometry, from OMol25.

```
! wB97M-V def2-TZVPD RIJCOSX def2/J DEFGRID3
* xyz 4 1
Sn 0.9357 0.2908 0.5661
P 0.1402 2.5534 1.4439
P -0.7175 -1.5619 2.3642
P -3.0777 0.0096 0.0498
H 3.9116 -0.8513 -2.7137
C 3.3656 0.0970 -2.8790
C 3.2891 1.2018 -2.1189
H 3.7924 1.3640 -1.1605
C 1.6646 3.3993 1.9549
C -0.8441 2.2775 2.9356
C -0.7778 3.7038 0.3840
C -0.6698 -3.3004 1.7397
C 0.5656 -1.6732 3.6825
C -2.2135 -1.6462 3.4585
C -3.7649 0.7049 -1.5117
C -4.6142 -0.0490 1.0610
C -3.0533 -1.7644 -0.4557
H 3.0044 0.1467 -3.9125
H 2.8171 2.0943 -2.5569
H 2.4500 3.2561 1.1998
H 2.0377 3.0273 2.9196
H 1.4360 4.4721 2.0340
H -0.2932 1.6849 3.6767
H -1.7843 1.7542 2.7157
H -1.0697 3.2626 3.3625
H -0.3097 3.7870 -0.6090
H -0.7494 4.6936 0.8679
H -1.8264 3.3976 0.2405
H -0.8201 -3.9849 2.5866
H 0.3091 -3.5063 1.2824
H -1.4458 -3.4894 0.9839
H 0.4783 -2.6406 4.1971
H 0.4310 -0.8624 4.4134
H 1.5785 -1.5919 3.2662
H -2.2642 -2.6275 3.9575
H -3.1501 -1.4989 2.9035
H -2.1692 -0.8654 4.2329
H -4.8571 0.7950 -1.4364
H -3.5250 0.0581 -2.3659
H -3.3073 1.6871 -1.6833
H -5.4869 -0.0845 0.4003
H -4.6626 0.8569 1.6765
H -4.6061 -0.9276 1.7158
H -3.7817 -1.9310 -1.2623
H -3.3055 -2.4023 0.4020
H -2.0451 -2.0062 -0.8178
C -0.2853 0.2410 -2.9077
C -0.0634 -1.1376 -3.5153
C -0.7344 -1.2817 -4.8279
C -1.2709 -0.2158 -5.4834
C -1.3753 1.0710 -4.9089
C -0.8849 1.3058 -3.6411
O -0.0823 0.3342 -1.6684
H -0.3608 -1.8941 -2.7630
H 1.0334 -1.1906 -3.6786
H -0.7727 -2.2761 -5.2665
H -1.6682 -0.3482 -6.4828
H -1.8380 1.8604 -5.4959
H -0.8647 2.3009 -3.1757
C 4.5367 -1.7137 -0.4962
N 4.7853 -1.2516 0.8480
C 3.9815 -0.3511 1.4370
N 4.1677 -0.1138 2.7574
O 3.0949 0.3225 0.7864
H 4.1567 -0.8463 -1.0384
H 3.8005 -2.5246 -0.5210
H 5.4692 -2.0604 -0.9316
H 5.6533 -1.5015 1.3297
H 3.5335 0.5004 3.2625
H 4.9737 -0.5395 3.1907
*
```

Output
HOMO-LUMO gap (alpha / beta) in eV: 4.389 / 3.865
ΔE to the lowest compared entry with this formula, charge and spin in kcal per mole: 60.60